{
  "formula": "C38H70BN6PSiTi",
  "method": "ωB97M-V/def2-TZVPD",
  "e_homo_ev": [-6.27, -8.28],
  "orbital_gap_ha": [0.2546, 0.3283],
  "relative_energy_kj_mol": 39.46,
  "fmax_ev_per_a": 0.47,
  "lumo_energy_ev": [0.7, 0.7],
  "multiplicity": 3,
  "symbols": ["Ti", "C", "C", "C", "C", "C", "C", "C", "C", "C", "N", "N", "B", "N", "N", "C", "C", "C", "C", "C", "C", "C", "C", "C", "N", "N", "C", "C", "C", "C", "C", "C", "C", "C", "C", "H", "H", "H", "H", "H", "H", "H", "H", "H", "H", "H", "H", "H", "H", "H", "H", "H", "H", "H", "H", "H", "H", "H", "H", "H", "H", "H", "H", "H", "H", "H", "H", "H", "H", "H", "H", "H", "H", "H", "H", "H", "H", "H", "H", "H", "H", "C", "C", "P", "C", "C", "C", "C", "H", "H", "H", "H", "H", "H", "H", "H", "H", "H", "H", "H", "H", "H", "H", "C", "Si", "C", "C", "C", "C", "H", "H", "H", "H", "H", "H", "H", "H", "H"],
  "coordinates": [[-0.138225, -0.319483, -0.789455], [4.540803, -1.027189, -0.752078], [3.479339, -1.798291, 0.038466], [4.095944, -2.978236, 0.784900], [2.768699, -0.858078, 0.961713], [3.230790, -0.323539, 2.170745], [2.295282, 0.619108, 2.539490], [2.332819, 1.471023, 3.776536], [2.235922, 0.591382, 5.025983], [3.601238, 2.324917, 3.802548], [1.312168, 0.618171, 1.605554], [1.609572, -0.305279, 0.636483], [0.453598, 1.867399, 1.227278], [-1.090626, 1.668373, 1.080463], [-1.587221, 1.311960, -0.143317], [-2.866155, 1.642172, -0.171389], [-3.230996, 2.196207, 1.066361], [-2.085405, 2.200620, 1.832077], [-1.993939, 2.631831, 3.270988], [-1.409745, 1.523801, 4.148100], [-1.303800, 3.982073, 3.497403], [-3.705450, 1.497721, -1.415346], [-5.179462, 1.754311, -1.115878], [-3.526469, 0.147725, -2.104667], [0.986328, 2.429935, -0.119065], [0.883036, 1.672231, -1.243964], [1.131561, 2.465797, -2.274627], [1.418139, 3.761265, -1.822328], [1.309490, 3.700211, -0.444723], [1.527815, 4.803607, 0.547974], [0.611836, 5.990257, 0.248006], [2.998423, 5.226828, 0.556737], [1.092462, 1.941727, -3.678679], [-0.006231, 0.895762, -3.869919], [2.466602, 1.413418, -4.091533], [5.029980, -1.678101, -1.480751], [5.306490, -0.632505, -0.080235], [4.091629, -0.183890, -1.280189], [2.739611, -2.164908, -0.669038], [4.870894, -2.636711, 1.475028], [4.561467, -3.676270, 0.085647], [3.348087, -3.519415, 1.366556], [4.134007, -0.581979, 2.699130], [1.478960, 2.144700, 3.766787], [3.093781, -0.081608, 5.088765], [1.332290, -0.019356, 5.011610], [2.220580, 1.208602, 5.926754], [4.494450, 1.697076, 3.819229], [3.616099, 2.956065, 4.693199], [3.659406, 2.968694, 2.923120], [0.623710, 2.668768, 2.086810], [-4.202340, 2.543136, 1.376568], [-3.036577, 2.767135, 3.569684], [-0.399080, 1.265531, 3.835192], [-2.014105, 0.618485, 4.077157], [-1.375310, 1.838532, 5.193410], [-0.222989, 3.917406, 3.375982], [-1.502231, 4.330344, 4.512912], [-1.679600, 4.733609, 2.800903], [-3.365046, 2.274516, -2.109739], [-5.560078, 1.019116, -0.402671], [-5.769735, 1.673636, -2.029972], [-5.339316, 2.749472, -0.699188], [-3.852955, -0.669484, -1.462032], [-2.479505, -0.048129, -2.341645], [-4.090136, 0.123595, -3.040171], [1.673221, 4.622745, -2.418343], [1.276812, 4.424494, 1.537273], [0.828431, 6.410036, -0.736783], [0.754430, 6.778709, 0.989399], [-0.436574, 5.688312, 0.261446], [3.289864, 5.625145, -0.417538], [3.649597, 4.379853, 0.778998], [3.170950, 6.001528, 1.306504], [0.845134, 2.786792, -4.326740], [0.132767, -0.009175, -3.265857], [-0.012630, 0.542416, -4.903951], [-0.994115, 1.305738, -3.651354], [2.761891, 0.592666, -3.439837], [3.222041, 2.195604, -4.007024], [2.458015, 1.050393, -5.121536], [0.366365, -5.516366, -0.821979], [0.469812, -4.043330, -0.435221], [0.434840, -2.822855, -1.815781], [1.851441, -3.415404, -2.854012], [2.516558, -2.310150, -3.669875], [-1.003835, -3.418060, -2.797376], [-1.272568, -2.598523, -4.058749], [0.481403, -6.149797, 0.059323], [1.133649, -5.812413, -1.541029], [-0.607149, -5.741573, -1.259023], [1.394032, -3.855159, 0.112776], [-0.348024, -3.755236, 0.224841], [1.500168, -4.222502, -3.500931], [2.585913, -3.862482, -2.177970], [1.796667, -1.765248, -4.282642], [3.284220, -2.711270, -4.334438], [2.989578, -1.587649, -3.007639], [-1.861467, -3.365683, -2.123455], [-0.842925, -4.464825, -3.062994], [-1.502857, -1.561333, -3.813592], [-2.127906, -3.002317, -4.602684], [-0.419854, -2.602366, -4.740789], [-4.526902, -4.522188, -0.557368], [-3.920461, -3.588510, 0.945889], [-5.336103, -2.636510, 1.702300], [-3.226824, -4.780261, 2.204834], [-2.611861, -2.450279, 0.412384], [-1.738019, -1.698934, -0.011358], [-5.344485, -5.207013, -0.320022], [-3.716531, -5.102489, -1.006037], [-4.883694, -3.810201, -1.306340], [-6.123711, -3.304108, 2.060898], [-5.772828, -1.951997, 0.971233], [-4.979088, -2.041480, 2.546041], [-3.987085, -5.477112, 2.566336], [-2.836201, -4.224449, 3.060698], [-2.404728, -5.361022, 1.779433]],
  "forces_ev_per_a": [[-0.19, -0.30, -0.06], [0.01, -0.01, 0.01], [0.06, 0.00, 0.12], [0.01, -0.01, -0.01], [-0.02, -0.07, 0.00], [0.08, -0.06, -0.08], [-0.06, -0.09, 0.05], [0.00, 0.01, -0.01], [0.02, 0.01, 0.00], [0.00, 0.02, 0.00], [0.12, 0.17, -0.03], [-0.43, 0.19, -0.01], [0.01, 0.13, 0.20], [0.13, 0.02, -0.06], [0.25, -0.03, 0.13], [-0.10, -0.04, 0.02], [-0.07, 0.01, -0.07], [-0.02, -0.06, -0.02], [0.06, 0.00, 0.00], [-0.01, 0.00, 0.00], [0.00, -0.01, -0.01], [0.00, -0.06, 0.03], [-0.01, -0.03, -0.02], [-0.03, 0.00, 0.05], [-0.05, 0.02, 0.05], [-0.01, -0.03, 0.07], [-0.04, 0.02, 0.05], [0.03, -0.04, -0.07], [-0.01, -0.07, -0.06], [0.00, 0.01, 0.00], [-0.01, 0.01, 0.00], [0.00, 0.01, -0.01], [-0.03, -0.04, 0.00], [-0.10, 0.05, -0.16], [0.01, 0.01, -0.02], [-0.01, 0.01, 0.01], [-0.01, 0.00, 0.00], [0.00, 0.00, -0.01], [-0.09, -0.05, -0.07], [-0.01, 0.00, -0.01], [-0.01, 0.01, 0.01], [0.00, 0.00, -0.01], [-0.01, 0.00, -0.01], [-0.02, -0.01, 0.00], [-0.01, 0.01, 0.01], [0.00, 0.01, -0.01], [0.01, -0.01, -0.02], [-0.01, 0.00, -0.01], [0.00, 0.00, -0.01], [0.00, 0.00, 0.00], [0.00, -0.06, -0.06], [0.01, -0.01, -0.01], [-0.02, 0.00, 0.00], [-0.01, 0.00, 0.00], [0.01, 0.00, 0.00], [0.00, 0.00, -0.01], [-0.02, 0.00, 0.00], [-0.01, -0.01, 0.00], [0.01, 0.00, 0.01], [0.01, 0.04, 0.00], [0.01, 0.01, 0.00], [0.00, 0.00, 0.01], [0.00, 0.00, 0.00], [-0.02, 0.01, 0.00], [0.05, 0.00, -0.04], [0.01, 0.00, 0.00], [-0.01, -0.02, 0.00], [0.01, 0.00, 0.01], [0.00, -0.01, 0.01], [0.00, 0.00, 0.00], [0.01, 0.00, 0.00], [0.00, 0.00, 0.01], [0.00, 0.00, 0.00], [0.00, 0.00, -0.01], [0.01, 0.03, -0.01], [0.23, 0.01, 0.12], [-0.03, 0.00, 0.00], [0.03, 0.03, 0.04], [0.02, -0.06, 0.03], [0.00, 0.00, -0.01], [0.00, 0.00, 0.01], [0.01, 0.02, -0.03], [-0.01, -0.01, -0.04], [-0.14, 0.09, 0.09], [0.06, 0.02, -0.04], [-0.04, -0.06, -0.02], [-0.04, 0.07, -0.09], [-0.01, -0.04, 0.06], [0.00, 0.01, 0.00], [-0.01, 0.00, 0.01], [0.01, -0.02, 0.02], [0.08, 0.01, 0.04], [0.01, -0.01, 0.00], [-0.01, 0.00, -0.02], [0.01, -0.01, 0.00], [-0.02, -0.01, -0.02], [0.00, 0.00, 0.01], [0.02, 0.07, 0.02], [0.01, 0.00, -0.01], [0.02, -0.01, 0.01], [0.00, 0.01, 0.00], [0.00, 0.00, 0.00], [0.03, 0.00, 0.00], [-0.04, -0.02, -0.09], [0.03, -0.03, -0.02], [-0.07, 0.07, 0.05], [0.04, -0.05, 0.09], [0.10, 0.21, -0.05], [0.26, 0.07, -0.06], [0.01, 0.01, 0.01], [-0.01, 0.01, 0.00], [-0.01, -0.05, -0.02], [0.00, 0.02, -0.01], [0.00, 0.00, 0.02], [-0.03, 0.00, -0.01], [0.01, 0.00, 0.00], [0.00, -0.05, 0.00], [-0.01, 0.01, 0.01]],
  "mulliken_charge": [0.63, -1.67, 3.08, -1.99, -0.62, -0.52, -0.46, 1.41, -1.78, -1.43, 1.01, 0.26, 0.59, 1.05, -0.12, -0.53, -0.95, -0.38, 0.25, -1.23, -1.35, 1.26, -1.80, -0.80, 0.69, 0.83, -0.50, -0.93, 0.01, 1.41, -1.69, -1.63, 0.12, -0.87, -1.25, 0.42, 0.43, 0.26, -2.12, 0.44, 0.41, 0.39, 0.52, -0.60, 0.35, 0.36, 0.46, 0.32, 0.44, 0.19, -1.14, 0.51, 0.49, 0.05, 0.40, 0.40, 0.01, 0.52, 0.31, 0.14, 0.32, 0.44, 0.42, -0.02, -0.14, 0.49, 0.57, -0.57, 0.33, 0.44, 0.35, 0.35, 0.34, 0.43, 0.47, -0.38, 0.60, 0.19, -0.04, 0.44, 0.39, -1.53, 0.44, 1.35, -1.15, -0.65, -0.55, -1.03, 0.45, 0.35, 0.27, -0.22, 0.08, 0.68, 0.51, 0.12, 0.49, -0.22, -0.20, 0.67, -0.02, 0.44, 0.30, -0.96, -0.43, -0.92, -0.98, -0.21, 0.75, 0.39, 0.26, 0.29, 0.32, 0.23, 0.30, 0.34, 0.30, 0.26]
}